{
  "formula": "C18H19Cl5F6N3O7PS2W",
  "method": "wB97M-V/def2-TZVPD",
  "charge": 1,
  "gap_ev": [6.99, 7.16],
  "multiplicity": 2,
  "elements": ["W", "C", "C", "O", "P", "S", "S", "O", "C", "C", "H", "H", "H", "H", "H", "H", "H", "H", "H", "H", "Cl", "C", "C", "Cl", "C", "Cl", "C", "O", "C", "Cl", "C", "Cl", "C", "C", "O", "C", "F", "F", "F", "C", "F", "F", "F", "H", "H", "H", "O", "N", "O", "O", "C", "C", "N", "C", "C", "N", "H", "H", "H", "H", "H", "H"],
  "xyz": [[-0.07, 0.38, 0.35], [1.01, -1.64, -5.75], [-0.11, -0.90, -5.09], [-0.24, -1.41, -3.72], [-1.00, -0.61, -2.62], [-1.09, -1.65, -0.94], [0.03, 1.05, -2.08], [-2.35, -0.25, -3.32], [-3.52, 0.28, -2.62], [-4.74, -0.04, -3.44], [1.11, -1.31, -6.79], [0.82, -2.71, -5.75], [1.96, -1.46, -5.25], [-1.07, -1.06, -5.58], [0.09, 0.17, -5.04], [-3.37, 1.35, -2.51], [-3.55, -0.18, -1.63], [-4.67, 0.41, -4.43], [-5.62, 0.37, -2.95], [-4.87, -1.11, -3.55], [4.63, 5.75, 2.86], [3.65, 4.41, 2.45], [3.61, 3.96, 1.13], [4.54, 4.73, -0.08], [2.81, 2.87, 0.79], [2.76, 2.28, -0.83], [2.03, 2.23, 1.76], [1.26, 1.17, 1.46], [2.09, 2.68, 3.08], [1.17, 1.85, 4.26], [2.90, 3.76, 3.42], [2.95, 4.30, 5.05], [-3.17, -1.15, 1.87], [-1.79, -1.22, 2.51], [-0.74, -0.76, 1.70], [-1.78, -0.35, 3.78], [-0.69, -0.54, 4.53], [-2.85, -0.58, 4.54], [-1.81, 0.95, 3.42], [-1.44, -2.69, 2.83], [-2.25, -3.18, 3.77], [-1.59, -3.43, 1.72], [-0.18, -2.84, 3.24], [-3.49, -0.12, 1.78], [-3.88, -1.68, 2.50], [-3.15, -1.62, 0.89], [-0.55, 2.40, 0.41], [-1.79, 2.25, 0.14], [-2.51, 3.09, -0.24], [-2.06, 1.01, 0.18], [2.41, -1.22, 2.49], [2.47, -1.41, 1.01], [1.68, -0.94, 0.05], [2.19, -1.40, -1.16], [3.29, -2.15, -0.92], [3.44, -2.15, 0.45], [1.40, -0.98, 2.81], [3.06, -0.40, 2.78], [2.73, -2.13, 2.99], [1.75, -1.16, -2.10], [3.95, -2.67, -1.58], [4.16, -2.63, 0.97]]
}